{
  "formula": "C57H50BrNO5PRuSeTe",
  "method": "the ωB97M-V functional and the def2-TZVPD basis",
  "s_squared": 1.131,
  "spin_multiplicity": 2,
  "e_above_lowest_kcal_mol": 48.8,
  "total_charge": 0,
  "lumo_energy_ev": [-2.6, -3.1],
  "total_energy_ev": -226198.7636,
  "symbols": ["Ru", "O", "C", "O", "C", "C", "C", "C", "C", "C", "P", "C", "C", "C", "C", "C", "C", "C", "C", "C", "C", "C", "C", "H", "H", "H", "H", "H", "H", "H", "H", "H", "H", "H", "H", "H", "H", "Br", "C", "C", "C", "C", "C", "C", "C", "O", "O", "H", "H", "H", "H", "Se", "C", "C", "C", "C", "C", "C", "H", "H", "H", "H", "H", "C", "C", "C", "C", "C", "C", "Te", "N", "C", "O", "C", "C", "C", "C", "C", "C", "C", "C", "C", "C", "C", "C", "C", "C", "C", "C", "C", "C", "H", "H", "H", "H", "H", "H", "H", "H", "H", "H", "H", "H", "H", "H", "H", "H", "H", "H", "H", "H", "H", "H", "H", "H", "H", "H", "H"],
  "xyz": [[0.20977, -0.68139, 1.72958], [0.16897, -0.66349, 5.86358], [-0.27373, -1.07649, 4.80668], [-0.11093, -0.49149, 3.68358], [-1.12323, -2.34619, 4.82568], [-1.48713, -2.80719, 6.08958], [-2.28243, -3.92429, 6.24338], [-2.72413, -4.61039, 5.12158], [-2.35483, -4.18229, 3.86228], [-1.55583, -3.04639, 3.69988], [-1.14853, -2.59249, 1.98578], [-0.60493, -4.19469, 1.31648], [-1.14923, -4.79679, 0.18768], [-0.64053, -6.00069, -0.26672], [0.41207, -6.61079, 0.39408], [0.96317, -6.01239, 1.51608], [0.45807, -4.81279, 1.97348], [-2.74543, -2.26779, 1.19878], [-2.72073, -2.00379, -0.17032], [-3.88413, -1.69199, -0.84222], [-5.07863, -1.60049, -0.14352], [-5.09873, -1.80559, 1.22468], [-3.93873, -2.14529, 1.89798], [-1.12113, -2.25399, 6.94058], [-2.56143, -4.26609, 7.22978], [-3.34823, -5.48529, 5.22898], [-2.68933, -4.72909, 2.98888], [-1.97383, -4.33549, -0.33482], [-1.07613, -6.46339, -1.14062], [0.80387, -7.55019, 0.03598], [1.78337, -6.48069, 2.03948], [0.88977, -4.34029, 2.84758], [-1.77113, -2.03069, -0.68782], [-3.86253, -1.50749, -1.90662], [-5.99003, -1.34279, -0.66052], [-6.01813, -1.69189, 1.77958], [-3.96233, -2.29129, 2.96668], [-3.87493, 0.87801, 3.56788], [-3.43373, 2.56601, 2.81588], [-4.31383, 3.62461, 2.97498], [-3.99113, 4.86441, 2.44958], [-2.78203, 5.04761, 1.79778], [-1.90793, 3.98851, 1.64448], [-2.23313, 2.73131, 2.13838], [-1.36313, 1.57421, 1.76938], [-1.92253, 0.59271, 1.23218], [-0.11913, 1.71401, 1.82718], [-5.25113, 3.47411, 3.48968], [-4.68753, 5.68461, 2.55268], [-2.51973, 6.01111, 1.39138], [-0.97173, 4.12071, 1.12408], [2.46387, -1.91639, 2.47938], [4.25457, -1.32539, 2.12598], [4.69017, -0.99889, 0.84558], [5.99637, -0.58519, 0.64558], [6.87917, -0.49959, 1.71198], [6.45157, -0.84089, 2.98628], [5.15067, -1.25859, 3.19418], [4.00827, -1.08669, 0.01258], [6.33127, -0.32019, -0.34932], [7.89727, -0.17099, 1.55098], [7.13147, -0.77859, 3.82488], [4.82057, -1.53289, 4.18578], [-2.96523, 6.62141, -3.51602], [-2.30143, 5.39991, -2.96652], [-2.95293, 4.17631, -2.93922], [-2.36503, 3.05141, -2.38212], [-3.11283, 1.74891, -2.39872], [-1.07693, 3.13751, -1.83522], [-0.29153, 1.27381, -0.98132], [0.56457, -0.93829, -0.10772], [1.26027, -1.91159, -0.63892], [2.00707, -2.66259, 0.03858], [1.14267, -2.19789, -2.10432], [2.10757, -3.00089, -2.70542], [1.96557, -3.38949, -4.02312], [0.85507, -2.99109, -4.74832], [-0.09523, -2.16859, -4.16712], [0.05047, -1.76869, -2.85072], [1.67737, 1.54921, -1.75772], [1.84867, 1.61201, -3.13972], [0.69537, 1.58101, -4.08712], [3.12557, 1.77381, -3.65712], [4.23587, 1.87041, -2.83602], [5.60757, 2.02531, -3.41672], [4.04607, 1.81721, -1.46202], [2.78357, 1.65701, -0.90612], [2.65087, 1.64911, 0.58498], [-0.41333, 4.36921, -1.85302], [0.94407, 4.53521, -1.24152], [-1.02533, 5.47271, -2.42952], [-3.82913, 6.36141, -4.11872], [-2.27163, 7.19941, -4.11902], [-3.30103, 7.25641, -2.69852], [-3.94563, 4.09541, -3.35912], [-4.12953, 1.90651, -2.75342], [-3.15283, 1.30481, -1.40012], [-2.61913, 1.04141, -3.06982], [2.95987, -3.31649, -2.12382], [2.72087, -4.00939, -4.48302], [0.72637, -3.32339, -5.76632], [-0.95183, -1.85219, -4.74622], [-0.68993, -1.12309, -2.38852], [-0.07853, 0.90401, -3.73032], [1.01687, 1.26951, -5.07722], [0.26017, 2.57701, -4.15582], [3.25027, 1.83391, -4.72852], [5.55117, 2.20661, -4.48692], [6.18787, 1.11691, -3.25552], [6.13647, 2.85201, -2.94522], [4.90057, 1.91641, -0.80512], [3.63027, 1.65201, 1.06128], [2.10877, 0.75801, 0.93708], [2.09037, 2.51711, 0.93768], [1.01417, 3.94511, -0.32572], [1.13077, 5.58411, -1.01322], [1.72077, 4.19181, -1.92682], [-0.50123, 6.41791, -2.44532]],
  "forces_ev_per_a": [[0.29, -0.59, -0.70], [-0.03, -0.08, -0.31], [-0.10, -0.43, 0.98], [-0.35, 0.73, -0.68], [0.08, 0.14, -0.01], [0.03, 0.01, 0.04], [0.02, 0.04, -0.05], [-0.03, -0.08, -0.06], [0.05, 0.00, -0.11], [0.19, 0.30, 0.07], [0.19, -0.23, 0.08], [0.31, 0.18, -0.12], [-0.09, 0.24, 0.06], [0.02, -0.14, -0.07], [-0.02, 0.03, -0.04], [0.03, -0.05, 0.08], [-0.04, 0.21, 0.11], [0.21, 0.37, -0.15], [0.10, -0.05, 0.10], [-0.01, -0.01, -0.11], [-0.02, 0.06, 0.08], [-0.11, -0.06, -0.05], [0.22, -0.06, 0.07], [0.02, 0.04, 0.05], [0.00, 0.01, 0.06], [-0.05, -0.07, -0.01], [0.01, -0.04, 0.00], [-0.04, -0.02, -0.02], [-0.01, -0.03, -0.05], [0.04, -0.10, -0.05], [0.07, -0.03, 0.02], [0.03, -0.07, 0.02], [-0.02, 0.03, -0.14], [0.02, 0.03, -0.08], [-0.09, 0.03, -0.07], [-0.08, 0.00, 0.02], [-0.01, -0.02, 0.09], [-0.15, 0.19, 0.15], [-0.02, -0.01, -0.02], [-0.05, -0.15, 0.06], [0.06, 0.00, -0.01], [-0.01, 0.09, -0.05], [-0.04, -0.04, 0.12], [-0.17, -0.08, -0.09], [0.19, 1.21, 0.19], [0.59, -1.59, 0.61], [0.20, -0.47, 1.28], [-0.01, -0.03, 0.07], [-0.02, 0.04, 0.02], [0.00, 0.15, -0.05], [0.10, -0.04, -0.06], [-1.54, 0.52, 0.29], [-0.17, 0.37, -0.52], [-0.17, -0.06, -0.01], [0.14, 0.03, -0.03], [0.01, 0.04, -0.03], [0.09, -0.03, -0.05], [-0.47, -0.13, 0.09], [-0.03, 0.08, -0.07], [-0.04, -0.04, -0.04], [0.01, 0.01, -0.01], [0.01, -0.02, 0.02], [-0.04, 0.05, 0.11], [0.01, 0.02, 0.04], [0.08, -0.16, 0.01], [-0.01, 0.11, 0.06], [0.24, -0.07, 0.04], [-0.03, 0.07, 0.01], [-0.22, -0.51, -0.35], [0.55, 1.78, -1.19], [-0.78, 0.61, 2.50], [1.44, -2.43, -0.95], [-0.46, 0.65, -0.87], [0.04, 0.05, -0.03], [0.00, 0.06, 0.12], [0.10, -0.03, -0.02], [-0.03, 0.03, -0.07], [-0.02, -0.07, -0.08], [-0.19, 0.06, 0.17], [-0.23, -0.28, -0.03], [-0.03, -0.01, 0.06], [-0.04, 0.00, -0.10], [0.18, 0.01, 0.10], [-0.11, 0.05, -0.04], [0.00, -0.03, 0.03], [-0.08, -0.01, -0.07], [0.00, -0.08, 0.06], [-0.09, -0.09, 0.22], [0.16, -0.26, 0.19], [0.06, 0.05, -0.02], [-0.23, -0.10, 0.02], [-0.12, 0.01, -0.11], [0.05, 0.12, -0.12], [-0.09, 0.13, 0.05], [-0.16, 0.00, -0.04], [-0.08, -0.08, 0.02], [-0.09, -0.06, -0.05], [-0.02, -0.11, 0.02], [0.04, -0.07, 0.08], [0.05, -0.07, -0.04], [0.02, -0.01, -0.16], [-0.07, 0.06, 0.03], [0.08, -0.16, -0.12], [-0.10, -0.03, -0.12], [0.00, -0.04, -0.11], [-0.16, 0.06, -0.09], [0.03, -0.02, -0.17], [0.08, 0.03, -0.08], [0.11, -0.02, -0.02], [0.09, 0.03, -0.01], [0.06, -0.02, 0.09], [0.01, 0.00, 0.01], [0.29, 0.33, -0.09], [-0.03, -0.10, 0.03], [0.13, 0.07, 0.00], [0.03, 0.00, 0.06], [0.09, -0.01, 0.08], [0.10, 0.14, 0.05]]
}